[1]
{"formula": "C55H32BrCl5IrN5", "method": "ωB97M-V/def2-TZVPD", "gap_ev": [4.759, 4.764], "s_squared": 0.791, "fmax_ev_per_a": 1.33, "charge": 1, "multiplicity": 2, "symbols": ["Ir", "C", "C", "C", "C", "C", "C", "C", "C", "C", "C", "C", "N", "C", "C", "C", "C", "C", "C", "C", "C", "C", "C", "C", "C", "C", "N", "C", "C", "C", "C", "C", "C", "C", "C", "C", "C", "C", "C", "N", "C", "C", "N", "C", "C", "C", "C", "C", "C", "H", "H", "H", "H", "H", "H", "H", "H", "H", "H", "H", "H", "H", "H", "H", "H", "H", "H", "H", "H", "H", "H", "H", "H", "H", "H", "H", "H", "Cl", "C", "C", "C", "Cl", "C", "Cl", "C", "Cl", "C", "Cl", "Br", "C", "C", "C", "C", "N", "C", "H", "H", "H", "H"], "coordinates": [[0.49, -0.53, -0.14], [2.25, 6.76, -2.71], [2.06, 5.61, -3.47], [1.64, 4.44, -2.85], [1.39, 4.42, -1.48], [1.58, 5.57, -0.73], [2.01, 6.74, -1.35], [0.93, 3.14, -0.83], [-0.48, 2.90, -0.95], [-1.29, 3.38, -1.94], [-2.42, 2.51, -2.06], [-2.35, 1.56, -1.10], [-1.19, 1.81, -0.33], [-2.92, 0.18, -1.16], [-1.73, -2.05, -1.29], [-2.59, -3.18, -1.16], [-2.13, -3.88, -0.09], [-1.00, -3.16, 0.43], [-0.28, -3.43, 1.57], [-0.75, -4.52, 2.47], [-1.77, -4.26, 3.37], [-2.24, -5.25, 4.22], [-1.68, -6.53, 4.16], [-0.67, -6.80, 3.25], [-0.20, -5.80, 2.41], [0.86, -2.71, 1.95], [1.37, -1.62, 1.26], [2.63, -1.38, 1.78], [3.51, -0.39, 1.31], [4.93, -0.51, 1.76], [5.64, -1.67, 1.45], [6.97, -1.81, 1.85], [7.59, -0.80, 2.57], [6.88, 0.35, 2.90], [5.56, 0.49, 2.49], [3.14, 0.67, 0.51], [4.05, 1.72, 0.08], [3.32, 2.70, -0.45], [1.92, 2.30, -0.39], [1.84, 0.99, 0.14], [2.87, -2.27, 2.87], [1.78, -3.07, 2.98], [-0.79, -2.06, -0.36], [-4.19, 0.01, -1.94], [-3.92, -0.25, -3.38], [-5.01, -1.03, -4.06], [-6.24, -1.08, -3.52], [-6.52, -0.51, -2.25], [-5.46, -0.05, -1.45], [2.58, 7.68, -3.20], [2.25, 5.61, -4.53], [1.50, 3.53, -3.43], [1.40, 5.56, 0.34], [2.16, 7.64, -0.75], [-1.03, 4.19, -2.61], [-3.17, 2.55, -2.84], [-3.44, -3.41, -1.78], [-2.52, -4.80, 0.31], [-2.21, -3.26, 3.41], [-3.04, -5.04, 4.92], [-2.04, -7.31, 4.83], [-0.24, -7.79, 3.20], [0.59, -6.01, 1.69], [5.16, -2.46, 0.88], [7.52, -2.70, 1.59], [8.62, -0.91, 2.89], [7.35, 1.14, 3.47], [5.00, 1.38, 2.76], [5.12, 1.71, 0.20], [3.68, 3.64, -0.84], [3.77, -2.28, 3.47], [1.60, -3.87, 3.69], [-3.90, 0.72, -3.90], [-4.79, -1.46, -5.03], [-7.04, -1.57, -4.06], [-7.52, -0.53, -1.85], [-5.65, 0.19, -0.41], [-3.21, -0.42, 0.54], [-1.83, -0.73, -2.01], [-0.38, -0.18, -1.92], [0.25, 0.24, -3.03], [1.97, 0.48, -3.06], [-0.44, 0.50, -4.30], [0.36, 1.38, -5.54], [-1.69, 0.08, -4.48], [-2.52, 0.36, -5.96], [-2.44, -0.77, -3.47], [-2.32, -2.44, -4.17], [-4.65, 2.34, 3.43], [-2.88, 2.11, 2.86], [-1.86, 1.87, 3.75], [-0.57, 1.77, 3.25], [-0.34, 1.84, 1.89], [-1.38, 1.98, 1.05], [-2.62, 2.17, 1.51], [-2.06, 1.78, 4.81], [0.28, 1.63, 3.90], [0.64, 1.82, 1.46], [-3.38, 2.39, 0.77]]}

---

[2]
{"formula": "CH3I2OPS", "method": "ωB97M-V/def2-TZVPD", "de_lowest_kcal_mol": 11.17, "gap_ev": 7.892, "smiles": "CSOP(I)I", "fmax_ev_per_a": 4.84, "multiplicity": 1, "symbols": ["C", "S", "O", "P", "I", "I", "H", "H", "H"], "coordinates": [[-1.41, -0.09, 0.98], [-1.01, -1.21, -0.37], [0.34, -0.53, -1.10], [1.97, -0.23, -0.50], [1.73, 2.15, 0.05], [2.89, -0.36, -2.78], [-0.87, -0.25, 1.89], [-2.52, -0.31, 1.11], [-1.11, 0.82, 0.72]]}

---

[3]
{"formula": "C27H27BrCl5IrO2", "method": "ωB97M-V/def2-TZVPD", "de_lowest_kcal_mol": 0.00, "gap_ev": [7.507, 5.678], "s_squared": 0.779, "fmax_ev_per_a": 0.52, "charge": 1, "multiplicity": 2, "symbols": ["Ir", "Cl", "C", "C", "Cl", "C", "Cl", "C", "O", "C", "Cl", "C", "Cl", "C", "C", "C", "C", "C", "C", "C", "Br", "C", "O", "C", "C", "C", "C", "C", "C", "H", "H", "H", "H", "H", "H", "H", "H", "H", "H", "H", "H", "H", "H", "H", "H", "H", "H", "H", "H", "C", "C", "C", "C", "C", "C", "C", "H", "H", "H", "H", "H", "H", "H"], "coordinates": [[0.80, -2.70, -0.52], [4.63, 0.66, 4.26], [3.38, -0.10, 3.38], [3.69, -0.96, 2.33], [5.31, -1.28, 1.88], [2.65, -1.55, 1.62], [3.00, -2.55, 0.21], [1.31, -1.34, 1.91], [0.33, -1.90, 1.22], [1.02, -0.45, 2.95], [-0.64, -0.10, 3.25], [2.03, 0.16, 3.67], [1.64, 1.26, 4.92], [-3.56, 3.75, 0.89], [-3.82, 2.28, 0.55], [-4.81, 2.21, -0.62], [-4.42, 1.58, 1.78], [-2.55, 1.55, 0.16], [-2.63, 0.18, -0.19], [-1.50, -0.48, -0.52], [-1.59, -2.33, -0.98], [-0.19, 0.13, -0.56], [0.82, -0.54, -0.88], [-0.11, 1.52, -0.16], [-1.29, 2.16, 0.15], [1.20, 2.30, -0.02], [2.49, 1.51, -0.25], [1.17, 3.47, -1.02], [1.27, 2.86, 1.42], [-4.51, 4.22, 1.16], [-3.15, 4.30, 0.05], [-2.89, 3.86, 1.75], [-5.73, 2.73, -0.35], [-5.08, 1.19, -0.88], [-4.40, 2.70, -1.51], [-5.34, 2.10, 2.07], [-3.73, 1.61, 2.62], [-4.68, 0.54, 1.58], [-3.58, -0.34, -0.17], [-1.24, 3.20, 0.44], [2.58, 1.13, -1.26], [2.58, 0.67, 0.44], [3.33, 2.18, -0.06], [1.12, 3.10, -2.05], [2.08, 4.06, -0.92], [0.32, 4.13, -0.86], [1.26, 2.05, 2.15], [0.44, 3.53, 1.65], [2.20, 3.42, 1.54], [0.84, -4.73, -0.42], [1.16, -4.58, -1.86], [2.48, -4.37, -2.31], [2.75, -4.08, -3.63], [1.71, -3.98, -4.55], [0.40, -4.17, -4.14], [0.13, -4.45, -2.81], [1.64, -5.14, 0.19], [-0.10, -5.22, -0.21], [3.30, -4.51, -1.61], [3.78, -3.94, -3.96], [1.93, -3.76, -5.58], [-0.41, -4.10, -4.85], [-0.89, -4.65, -2.50]]}

---

[4]
{"formula": "C22H48Br2F4N4O12S4", "method": "ωB97M-V/def2-TZVPD", "gap_ev": 6.586, "fmax_ev_per_a": 8.52, "multiplicity": 1, "symbols": ["N", "H", "H", "H", "H", "N", "H", "H", "H", "H", "N", "S", "O", "O", "F", "S", "O", "O", "F", "N", "S", "O", "O", "F", "S", "O", "O", "F", "Br", "C", "C", "Br", "H", "H", "H", "H", "C", "C", "C", "C", "C", "C", "H", "H", "H", "H", "H", "H", "C", "C", "C", "C", "C", "C", "H", "H", "H", "H", "H", "H", "C", "C", "O", "H", "H", "H", "H", "H", "H", "C", "C", "O", "H", "H", "H", "H", "H", "H", "C", "C", "O", "H", "H", "H", "H", "H", "H", "C", "C", "O", "H", "H", "H", "H", "H", "H"], "coordinates": [[-2.58, -1.37, -2.00], [-3.15, -0.54, -2.06], [-3.04, -2.15, -1.55], [-1.74, -1.22, -1.46], [-2.27, -1.70, -2.91], [0.67, -0.65, -3.18], [-0.03, -0.44, -3.87], [0.24, -0.51, -2.27], [1.42, 0.02, -3.28], [0.98, -1.61, -3.26], [-2.31, 2.72, -5.91], [-1.56, 3.45, -4.77], [-2.24, 3.51, -3.48], [-0.54, 4.50, -5.04], [-0.61, 2.18, -4.43], [-3.16, 4.13, -6.25], [-2.44, 5.10, -7.09], [-4.20, 4.53, -5.30], [-4.09, 3.44, -7.34], [-0.47, -0.37, -0.90], [0.13, -0.78, 0.46], [-0.77, -1.44, 1.41], [1.16, 0.05, 1.04], [0.98, -1.98, -0.15], [-0.95, 1.17, -0.26], [-0.02, 2.27, -0.37], [-1.93, 1.17, 0.83], [-1.90, 1.48, -1.51], [2.46, -4.52, 3.51], [0.79, -4.79, 2.46], [0.76, -6.16, 1.68], [2.25, -6.44, 0.43], [0.74, -3.92, 1.80], [-0.03, -4.63, 3.16], [-0.19, -6.24, 1.15], [0.84, -7.02, 2.35], [2.14, -0.01, 4.42], [2.95, -0.52, 5.42], [3.89, 0.29, 5.96], [4.00, 1.64, 5.56], [3.25, 2.06, 4.50], [2.17, 1.28, 4.04], [1.54, -0.75, 3.91], [2.98, -1.56, 5.71], [4.55, -0.02, 6.75], [4.72, 2.25, 6.09], [3.43, 3.00, 4.00], [1.68, 1.61, 3.14], [-3.15, -5.89, 2.44], [-3.05, -4.58, 1.98], [-3.18, -3.51, 2.81], [-3.27, -3.69, 4.20], [-3.36, -5.00, 4.68], [-3.26, -6.11, 3.81], [-3.16, -6.72, 1.74], [-2.95, -4.36, 0.92], [-3.16, -2.52, 2.40], [-3.43, -2.88, 4.89], [-3.48, -5.12, 5.75], [-3.31, -7.15, 4.10], [1.15, 5.56, -2.53], [0.05, 5.45, -1.54], [0.61, 4.81, -0.40], [0.82, 6.14, -3.40], [1.39, 4.61, -3.01], [2.05, 6.02, -2.11], [-0.80, 4.83, -1.83], [-0.32, 6.44, -1.27], [0.45, 3.88, -0.56], [-4.93, 3.24, 1.11], [-4.20, 3.08, -0.19], [-4.45, 4.20, -1.05], [-4.60, 4.16, 1.59], [-4.66, 2.49, 1.85], [-6.00, 3.05, 1.02], [-4.57, 2.21, -0.73], [-3.11, 3.09, -0.23], [-4.52, 5.03, -0.56], [3.38, 2.31, 0.60], [4.77, 2.14, 0.05], [4.66, 2.09, -1.34], [3.49, 1.89, 1.60], [2.63, 1.73, 0.07], [3.02, 3.34, 0.62], [5.20, 1.21, 0.44], [5.43, 2.97, 0.33], [5.49, 1.75, -1.71], [3.79, -3.12, -3.10], [2.42, -3.62, -2.79], [1.52, -3.15, -3.76], [4.14, -3.43, -4.08], [4.53, -3.35, -2.33], [3.69, -2.03, -3.07], [2.20, -3.33, -1.76], [2.55, -4.70, -2.84], [0.98, -3.93, -3.89]]}

---

[5]
{"formula": "C17H18N4O4S2", "method": "ωB97M-V/def2-TZVPD", "de_lowest_kcal_mol": 35.54, "gap_ev": 8.564, "smiles": "CN(C(=O)CSc1nnc(-c2c[nH]c3ccccc23)o1)[C@H]1CCS(=O)(=O)C1", "fmax_ev_per_a": 1.70, "multiplicity": 1, "symbols": ["C", "N", "C", "O", "C", "S", "C", "N", "N", "C", "C", "C", "N", "C", "C", "C", "C", "C", "C", "O", "C", "C", "C", "S", "O", "O", "C", "H", "H", "H", "H", "H", "H", "H", "H", "H", "H", "H", "H", "H", "H", "H", "H", "H", "H"], "coordinates": [[-1.79, -0.68, 0.15], [-2.95, 0.14, 0.41], [-2.91, 1.41, 0.87], [-3.92, 2.06, 1.08], [-1.55, 2.04, 1.12], [-0.61, 2.32, -0.43], [0.84, 1.48, -0.03], [1.06, 0.71, 1.00], [2.32, 0.27, 0.88], [2.82, 0.77, -0.21], [4.12, 0.58, -0.75], [4.62, 1.13, -1.91], [5.90, 0.71, -2.09], [6.27, -0.11, -1.06], [7.47, -0.77, -0.81], [7.54, -1.54, 0.33], [6.45, -1.66, 1.20], [5.26, -1.01, 0.96], [5.17, -0.22, -0.18], [1.90, 1.57, -0.85], [-4.24, -0.44, 0.04], [-5.18, -0.60, 1.24], [-6.47, -1.20, 0.72], [-6.57, -0.58, -1.01], [-7.71, 0.27, -1.19], [-6.43, -1.70, -1.90], [-5.01, 0.36, -1.00], [-2.02, -1.72, 0.38], [-1.49, -0.61, -0.90], [-0.94, -0.39, 0.77], [-1.73, 3.02, 1.56], [-0.91, 1.45, 1.78], [4.14, 1.78, -2.61], [6.49, 0.97, -2.86], [8.31, -0.68, -1.48], [8.45, -2.07, 0.56], [6.56, -2.27, 2.08], [4.42, -1.09, 1.63], [-4.04, -1.43, -0.38], [-5.37, 0.39, 1.67], [-4.72, -1.22, 2.01], [-7.35, -0.88, 1.25], [-6.43, -2.29, 0.65], [-4.57, 0.33, -1.99], [-5.21, 1.37, -0.67]]}

---

[6]
{"formula": "C12H11BrN2OS", "method": "ωB97M-V/def2-TZVPD", "de_lowest_kcal_mol": 2.51, "gap_ev": 9.157, "smiles": "Cc1cc(=O)[nH]c(SCc2cccc(Br)c2)n1", "fmax_ev_per_a": 0.68, "multiplicity": 1, "symbols": ["C", "C", "C", "C", "O", "N", "C", "S", "C", "C", "C", "C", "C", "C", "Br", "C", "N", "H", "H", "H", "H", "H", "H", "H", "H", "H", "H", "H"], "coordinates": [[3.06, -4.33, -0.49], [2.06, -3.46, 0.19], [2.22, -2.99, 1.45], [1.23, -2.14, 2.05], [1.23, -1.63, 3.15], [0.13, -1.91, 1.20], [0.06, -2.41, -0.05], [-1.31, -2.08, -1.09], [-2.43, -1.03, -0.06], [-1.81, 0.27, 0.35], [-1.84, 0.69, 1.68], [-1.25, 1.88, 2.06], [-0.63, 2.68, 1.11], [-0.61, 2.26, -0.21], [0.24, 3.35, -1.52], [-1.19, 1.07, -0.60], [0.97, -3.16, -0.57], [3.91, -4.54, 0.16], [3.42, -3.84, -1.39], [2.59, -5.26, -0.79], [3.09, -3.22, 2.04], [-0.58, -1.28, 1.57], [-2.76, -1.62, 0.80], [-3.28, -0.87, -0.72], [-2.33, 0.08, 2.43], [-1.27, 2.19, 3.09], [-0.16, 3.61, 1.40], [-1.16, 0.76, -1.63]]}

---

[7]
{"formula": "C16H20FN3OS", "method": "ωB97M-V/def2-TZVPD", "de_lowest_kcal_mol": 0.00, "gap_ev": 8.517, "smiles": "CCCCC(=O)N1CCN(c2nc3ccc(F)cc3s2)CC1", "fmax_ev_per_a": 0.95, "multiplicity": 1, "symbols": ["C", "C", "C", "C", "C", "O", "N", "C", "C", "N", "C", "N", "C", "C", "C", "C", "F", "C", "C", "S", "C", "C", "H", "H", "H", "H", "H", "H", "H", "H", "H", "H", "H", "H", "H", "H", "H", "H", "H", "H", "H", "H"], "coordinates": [[-5.54, 2.34, 0.92], [-5.10, 1.30, -0.10], [-3.70, 1.60, -0.64], [-3.26, 0.56, -1.68], [-1.89, 0.90, -2.23], [-1.75, 1.44, -3.31], [-0.81, 0.61, -1.45], [-0.78, -0.15, -0.22], [-0.03, -1.47, -0.46], [1.30, -1.19, -0.98], [2.33, -1.16, -0.12], [2.29, -1.60, 1.09], [3.50, -1.54, 1.71], [3.77, -1.94, 3.01], [5.05, -1.81, 3.50], [6.06, -1.29, 2.70], [7.30, -1.18, 3.20], [5.83, -0.88, 1.40], [4.55, -1.01, 0.91], [3.94, -0.59, -0.66], [1.27, -0.41, -2.19], [0.52, 0.90, -1.95], [-4.85, 2.36, 1.77], [-5.55, 3.33, 0.48], [-6.53, 2.11, 1.30], [-5.10, 0.31, 0.36], [-5.81, 1.29, -0.93], [-2.99, 1.63, 0.19], [-3.70, 2.59, -1.11], [-3.29, -0.44, -1.26], [-3.95, 0.60, -2.53], [-1.78, -0.36, 0.14], [-0.25, 0.43, 0.54], [0.08, -2.02, 0.48], [-0.56, -2.07, -1.19], [2.98, -2.34, 3.61], [5.30, -2.12, 4.51], [6.63, -0.48, 0.80], [2.29, -0.21, -2.53], [0.76, -0.99, -2.96], [0.41, 1.46, -2.88], [1.06, 1.51, -1.22]]}

---

[8]
{"formula": "C5H8BN3", "method": "ωB97M-V/def2-TZVPD", "de_lowest_kcal_mol": 0.00, "gap_ev": 9.932, "smiles": "[H]/N=B/N.c1ccncc1", "fmax_ev_per_a": 4.47, "multiplicity": 1, "symbols": ["H", "N", "B", "N", "H", "H", "C", "C", "C", "N", "C", "C", "H", "H", "H", "H", "H"], "coordinates": [[3.80, -1.51, -1.57], [3.20, -1.19, -0.91], [2.79, -1.06, 0.28], [1.89, -0.78, 1.31], [2.11, 0.02, 1.78], [1.07, -1.26, 1.47], [-0.93, -0.01, -1.18], [-1.91, -0.62, -0.37], [-2.44, 0.09, 0.76], [-2.01, 1.35, 1.02], [-1.00, 1.81, 0.29], [-0.44, 1.19, -0.85], [-0.41, -0.55, -1.97], [-2.22, -1.65, -0.66], [-3.22, -0.25, 1.35], [-0.60, 2.81, 0.67], [0.33, 1.62, -1.43]]}